ORCA calculation (ωB97M-V/def2-TZVPD) on C50H47ClN3O3W as an isolated structure.

Each line ends with the Mulliken charge.
Cartesian coordinates (Å):
W: -0.82656 0.85515 -0.11509  1.180
O: -0.63968 0.89377 1.64638  0.569
C: 0.29817 1.07289 2.74144  2.462
C: 1.34125 0.01653 2.41331  -1.805
C: 2.08791 0.33200 1.15428  0.168
C: 3.46077 0.32032 1.23451  -0.719
C: 4.23391 0.54203 0.11262  -1.537
C: 3.59135 0.76898 -1.08424  -0.449
C: 2.21616 0.82458 -1.14420  0.413
C: 1.62063 1.20291 -2.47109  -2.467
C: 0.47898 0.32099 -2.92679  1.666
O: -0.48362 0.50074 -1.80989  -0.052
C: -0.11484 0.86185 -4.21759  0.301
C: -0.12126 0.09865 -5.38050  -0.333
C: -0.65956 0.62082 -6.55216  -0.944
C: -1.20388 1.89507 -6.57021  -0.691
C: -1.18543 2.67069 -5.41681  -1.059
C: -0.63232 2.16088 -4.25369  -0.126
C: 0.79006 -1.16022 -2.98114  0.249
C: -0.26964 -2.07132 -2.96437  0.216
C: -0.03061 -3.43139 -3.08999  -1.126
C: 1.27630 -3.89007 -3.24172  -1.170
C: 2.33131 -2.99066 -3.24715  -1.503
C: 2.09068 -1.62631 -3.11989  -0.167
N: 1.44425 0.61297 -0.02784  1.369
C: -0.38751 0.83883 4.06748  -0.542
C: -0.20629 -0.33904 4.78834  -0.472
C: -0.87764 -0.53365 5.98915  -1.096
C: -1.74229 0.43818 6.47071  -0.591
C: -1.92659 1.61747 5.75546  -1.098
C: -1.24729 1.81897 4.56620  -0.175
C: 0.84931 2.48940 2.58401  1.009
C: 1.52132 3.08566 3.64454  -0.592
C: 2.04711 4.36451 3.51251  -1.008
C: 1.89831 5.06994 2.32602  -0.916
C: 1.22576 4.49258 1.25878  -1.454
C: 0.72094 3.21257 1.40438  0.166
H: 0.83096 -0.94362 2.30042  0.275
H: 2.04430 -0.06852 3.23529  0.922
H: 3.92374 0.13034 2.19367  0.659
H: 5.31593 0.53653 0.17194  0.532
H: 4.15723 0.92759 -1.99262  0.657
H: 2.38526 1.20951 -3.24140  0.795
H: 1.24354 2.22399 -2.40028  0.418
H: 0.29817 -0.89887 -5.39029  0.500
H: -0.65035 0.02000 -7.45314  0.460
H: -1.63303 2.28996 -7.48248  0.425
H: -1.58926 3.67596 -5.43002  0.460
H: -0.57091 2.80199 -3.38172  0.277
H: -1.28938 -1.70948 -2.89612  0.593
H: -0.85882 -4.13105 -3.08187  0.610
H: 1.46634 -4.94715 -3.38225  1.267
H: 3.34774 -3.34644 -3.36976  0.509
H: 2.92740 -0.94006 -3.17160  0.542
H: 0.46958 -1.11392 4.44850  0.412
H: -0.71307 -1.44375 6.55392  0.472
H: -2.26048 0.28585 7.40929  0.455
H: -2.58772 2.38748 6.13578  0.461
H: -1.36357 2.75660 4.03431  0.618
H: 1.62019 2.55123 4.58317  0.575
H: 2.56067 4.81886 4.34962  0.513
H: 2.30578 6.06813 2.22808  0.466
H: 1.09526 5.04014 0.33294  0.557
H: 0.21260 2.80324 0.53239  0.446
C: 2.16543 -3.63966 0.89848  -0.510
C: 0.94746 -4.41329 1.39539  -0.978
N: 0.23890 -5.11514 0.32124  0.236
C: 0.74160 -6.42875 -0.13564  -0.896
C: 1.44207 -6.38461 -1.48568  -0.783
C: -0.84774 -4.61869 -0.28511  0.214
O: -1.43089 -5.10938 -1.23690  -0.632
C: -1.50622 -3.35822 0.25250  -0.136
C: -2.78467 -3.47280 0.80282  -0.220
C: -3.56221 -2.33775 0.99081  -1.296
C: -3.06391 -1.11797 0.60433  -0.317
N: -1.81399 -1.01336 0.11611  -0.421
C: -1.04349 -2.10772 -0.03968  0.123
H: 2.62602 -3.08571 1.72268  0.367
H: 1.89171 -2.93768 0.10093  -0.096
H: 2.91999 -4.31730 0.49527  0.477
H: 0.24629 -3.74250 1.89231  0.464
H: 1.25453 -5.15524 2.13061  0.416
H: -0.11025 -7.10434 -0.18690  0.447
H: 1.41756 -6.79081 0.63718  0.425
H: 0.75222 -6.05328 -2.26076  0.194
H: 1.78144 -7.38776 -1.74455  0.437
H: 2.31350 -5.72578 -1.46532  0.253
H: -3.17082 -4.45255 1.05928  0.654
H: -4.56297 -2.39795 1.39629  0.546
H: -3.66445 -0.22590 0.66159  0.579
H: -0.04787 -1.95366 -0.43570  0.563
Cl: -3.32763 2.12362 1.87270  -0.073
C: -3.03826 3.65735 1.10756  1.097
C: -3.40056 4.82211 1.74244  -0.702
C: -3.16785 6.02982 1.08861  -0.539
C: -2.58134 6.05336 -0.17320  -0.985
C: -2.22769 4.87082 -0.79486  -0.316
C: -2.45102 3.64273 -0.16489  0.184
C: -2.13147 2.39391 -0.85636  -1.727
H: -3.86906 4.79453 2.71840  0.517
H: -3.46732 6.95563 1.56404  0.461
H: -2.41932 6.99634 -0.67867  0.469
H: -1.80182 4.89358 -1.79316  0.497
H: -1.91418 2.58916 -1.89709  0.886
H: -2.98930 1.68300 -0.82868  0.567

Results
E = -2849.88615 hartree
Kohn-Sham gap = 5.5 eV
LUMO energy = -0.3918 Ha
Charge = +3
E_HOMO = -16.191 eV